[1]
The following is a quantum chemistry calculation of a structure of composition C29H32B2BrCrF2N8O5S2, from the Open Molecules 2025 dataset.

Properties
Relative energy (zero: lowest compared OMol25 entry of this formula, charge and spin) = 8.7 kJ/mol
E_LUMO (alpha / beta) = 3.9 / 3.9 eV
<S²> = 3.7886
2S+1 = 4
E_HOMO (alpha / beta) = -0.012 / -0.041 Ha
Charge = -2

XYZ file:
```
82
C29H32B2BrCrF2N8O5S2 (the ωB97M-V functional and the def2-TZVPD basis)
Cr -0.073 0.498 0.160
C -1.748 -2.361 -1.535
C -0.261 -2.304 -1.470
C 0.647 -3.257 -1.954
C 1.899 -2.715 -1.744
C 3.243 -3.271 -2.080
N 1.730 -1.518 -1.160
N 0.408 -1.264 -0.980
B 2.763 -0.420 -0.836
N 2.351 0.879 -1.547
N 1.192 1.508 -1.213
C 1.162 2.658 -1.871
C 0.030 3.617 -1.744
C 2.327 2.781 -2.654
C 3.050 1.632 -2.420
C 4.366 1.212 -2.986
N 2.796 -0.169 0.678
N 1.670 0.259 1.300
C 1.971 0.465 2.574
C 0.965 0.954 3.557
C 3.328 0.160 2.786
C 3.813 -0.243 1.559
C 5.185 -0.686 1.176
H -2.066 -3.375 -1.784
H -2.098 -1.690 -2.321
H -2.199 -2.076 -0.584
H 0.413 -4.203 -2.413
H 3.130 -4.275 -2.489
H 3.884 -3.328 -1.199
H 3.756 -2.654 -2.819
H 3.847 -0.768 -1.213
H -0.650 3.278 -0.963
H -0.512 3.704 -2.687
H 0.405 4.608 -1.479
H 2.585 3.591 -3.316
H 4.699 1.952 -3.713
H 4.293 0.246 -3.489
H 5.130 1.121 -2.211
H 0.045 1.236 3.051
H 1.350 1.822 4.095
H 0.724 0.185 4.293
H 3.875 0.224 3.712
H 5.830 -0.672 2.054
H 5.622 -0.034 0.417
H 5.181 -1.700 0.770
C -1.932 2.356 1.702
O -0.895 2.049 0.836
H -1.606 3.067 2.481
H -2.342 1.480 2.219
H -2.767 2.840 1.167
F -4.610 0.475 -1.970
B -3.461 0.556 -1.286
F -3.537 0.327 0.019
O -1.833 -0.185 6.479
S -2.658 -0.781 5.454
O -4.083 -0.616 5.603
N -2.152 -0.364 3.971
C -1.666 -1.387 3.298
S -0.998 -1.411 1.763
C -1.725 -2.692 4.058
C -1.312 -3.956 3.663
C -1.463 -5.007 4.556
C -2.011 -4.804 5.822
C -2.423 -3.538 6.218
C -2.268 -2.507 5.313
H -0.884 -4.091 2.678
H -1.147 -6.002 4.267
H -2.116 -5.642 6.501
H -2.849 -3.361 7.198
Br -3.066 4.114 -7.513
C -3.075 3.720 -5.634
C -3.544 4.703 -4.769
N -3.562 4.478 -3.427
C -3.141 3.325 -2.976
C -2.657 2.255 -3.788
C -2.629 2.502 -5.204
C -2.228 1.003 -3.302
O -1.820 0.039 -3.939
O -2.286 0.841 -1.868
H -3.893 5.661 -5.127
H -3.153 3.207 -1.896
H -2.266 1.740 -5.877
```



[2]
The following is a quantum chemistry calculation of a cluster of 2 separate species, C29H32BNO6 in total at a distorted geometry, from the Open Molecules 2025 dataset.

Properties
Relative energy (zero: lowest compared OMol25 entry of this formula, charge and spin) = 61.1 kJ/mol
E_LUMO = -1.7 eV
E_HOMO = -0.287 Ha
Charge = 0

XYZ file:
```
69
C29H32BNO6 (the ωB97M-V functional and the def2-TZVPD basis)
C 3.434 -1.968 -3.146
C 4.116 -0.941 -3.813
C 4.306 0.293 -3.178
C 3.714 0.545 -1.928
C 3.632 1.955 -1.398
N 2.308 2.200 -0.712
C 2.304 2.746 0.667
C 1.680 4.119 0.815
C 0.831 4.430 1.893
C 0.398 5.746 2.082
C 0.827 6.749 1.202
C 1.491 6.406 0.018
C 1.984 5.105 -0.129
C 1.201 1.828 -1.347
C -0.134 1.981 -0.883
C -0.734 1.170 0.062
C -1.801 1.679 0.894
C -2.521 0.868 1.809
C -3.219 1.462 2.868
C -3.319 2.866 2.965
C -2.848 3.663 1.909
C -2.128 3.069 0.871
C 3.122 -0.514 -1.231
C 3.001 -1.765 -1.834
H 3.232 -2.921 -3.635
H 4.506 -1.107 -4.824
H 4.886 1.086 -3.662
H 4.447 2.188 -0.704
H 3.715 2.664 -2.239
H 1.825 2.020 1.343
H 3.365 2.821 0.956
H 0.498 3.640 2.580
H -0.277 5.980 2.914
H 0.618 7.791 1.431
H 1.636 7.142 -0.776
H 2.605 4.840 -0.989
H 1.345 1.400 -2.348
H -0.727 2.719 -1.436
H -0.382 0.141 0.176
H -2.479 -0.221 1.681
H -3.690 0.828 3.624
H -3.844 3.329 3.807
H -3.030 4.743 1.911
H -1.730 3.680 0.055
H 2.697 -0.375 -0.234
H 2.508 -2.556 -1.277
C -3.196 -4.648 3.620
C -3.123 -3.661 2.454
O -2.061 -3.956 1.686
B -1.855 -3.535 0.259
H -1.648 -2.241 0.181
O -0.690 -4.467 -0.079
C 0.397 -4.003 -0.675
C 1.407 -5.075 -1.086
O 0.566 -2.791 -0.866
O -3.044 -3.863 -0.528
C -2.973 -4.433 -1.757
C -3.909 -5.613 -1.902
O -2.257 -4.035 -2.664
O -3.903 -2.734 2.276
H -2.205 -5.082 3.777
H -3.556 -4.194 4.548
H -3.897 -5.460 3.392
H 0.956 -5.763 -1.811
H 2.282 -4.625 -1.563
H 1.773 -5.668 -0.232
H -4.314 -5.838 -0.915
H -4.720 -5.363 -2.591
H -3.399 -6.481 -2.334
```